{
  "formula": "C3H9NO2",
  "method": "wB97M-V/def2-TZVPD",
  "relative_energy_ev": 2.6353,
  "homo_energy_ev": -9.87,
  "total_energy_ev": -8840.320,
  "elements": ["C", "C", "N", "O", "H", "H", "H", "H", "H", "C", "O", "H", "H", "H", "H"],
  "xyz": [[-1.08490, -0.44470, 0.66804], [-0.50501, 0.89811, 1.14073], [-0.54869, 1.92775, 0.14844], [-0.06146, 1.21410, 2.19151], [-0.60310, -1.39517, 1.05779], [-1.54650, -0.48859, -0.31472], [-1.99031, -0.55993, 1.40394], [0.26132, 2.69560, 0.13522], [-0.63711, 1.69172, -0.75352], [0.58960, -2.04643, -1.53297], [1.37568, -0.97758, -1.95684], [0.39513, -1.74869, -0.45689], [-0.26174, -2.10705, -2.19486], [1.37660, -2.82990, -1.52580], [2.33461, -1.08633, -1.92236]],
  "forces_ev_per_angstrom": [[-2.372, -0.728, 3.782], [0.372, 1.405, -3.468], [2.675, 2.437, 3.193], [0.441, -0.888, 2.167], [0.171, 1.525, -0.935], [0.609, 0.021, -0.083], [1.013, 0.506, -1.295], [-2.497, -2.361, 0.986], [-0.778, -1.621, -3.915], [2.723, 0.147, 2.368], [0.750, 2.876, -1.554], [-0.568, -1.360, -1.494], [-0.216, -0.577, 0.127], [-1.708, -0.927, -0.050], [-0.616, -0.453, 0.170]]
}


{
  "formula": "C3H9NO2",
  "method": "wB97M-V/def2-TZVPD",
  "relative_energy_ev": 3.3734,
  "homo_energy_ev": -9.57,
  "total_energy_ev": -8839.582,
  "elements": ["C", "C", "N", "C", "H", "H", "H", "H", "H", "O", "H", "H", "O", "H", "H"],
  "xyz": [[2.22235, -0.67940, -0.53148], [1.30139, -0.75949, 0.42750], [0.47459, 0.39245, 0.78187], [1.16200, 1.51000, 0.84170], [2.49422, 0.24895, -0.99095], [2.85642, -1.45584, -0.83115], [0.95111, -1.69529, 0.98384], [0.72999, 2.53471, 0.55392], [2.23079, 1.40594, 0.73952], [-1.68464, -1.61161, 0.11141], [-2.09678, -1.88674, 0.89723], [-0.91498, -1.38194, 0.59479], [-2.32502, 1.26241, -1.29641], [-3.26209, 1.44475, -1.52612], [-2.34806, 0.40529, -0.84049]],
  "forces_ev_per_angstrom": [[-0.330, 0.405, 0.937], [-1.217, 0.002, 1.307], [2.042, 1.710, -0.429], [-1.853, -1.121, -1.949], [-0.391, 0.497, -0.226], [0.441, -1.439, -0.210], [1.015, 1.170, -1.086], [0.098, -1.635, 1.413], [0.567, 0.364, 0.330], [-0.163, -0.008, -1.090], [-2.311, -1.052, 1.289], [1.992, 1.186, -0.342], [-1.023, 0.000, -0.102], [0.960, -0.200, 0.224], [0.171, 0.122, -0.066]]
}


{
  "formula": "C3H9NO2",
  "method": "wB97M-V/def2-TZVPD",
  "relative_energy_ev": 2.3621,
  "homo_energy_ev": -9.80,
  "total_energy_ev": -8840.593,
  "elements": ["C", "C", "N", "O", "H", "H", "H", "H", "H", "C", "O", "H", "H", "H", "H"],
  "xyz": [[1.37931, -0.45095, 2.44646], [0.51444, 0.12768, 1.25933], [-0.48164, 1.12847, 1.66673], [0.47090, -0.26035, 0.15233], [1.36235, 0.10412, 3.36378], [2.40674, -0.72000, 1.98020], [0.93026, -1.43443, 2.61784], [-1.19230, 1.29002, 1.18499], [-0.39301, 1.55991, 2.50619], [-0.50851, -0.22072, -2.76330], [-1.67134, 0.32332, -3.26737], [0.06035, 0.60170, -2.34831], [-0.50656, -0.88555, -1.99144], [0.02693, -0.82808, -3.56117], [-2.39791, -0.33513, -3.24626]],
  "forces_ev_per_angstrom": [[0.689, -0.935, -3.124], [-2.422, 2.500, 3.889], [9.425, -4.622, 2.727], [0.764, -1.299, -2.072], [0.294, 0.444, 0.174], [-1.487, 0.852, 1.180], [-0.088, 0.130, 0.153], [-7.363, 1.651, -5.588], [0.234, 1.280, 2.780], [2.213, 0.364, -2.524], [-2.298, -0.415, -0.024], [0.563, 0.137, -0.475], [-1.217, -1.840, 2.457], [-0.069, 1.130, 0.510], [0.762, 0.625, -0.063]]
}


{
  "formula": "C3H9NO2",
  "method": "wB97M-V/def2-TZVPD",
  "relative_energy_ev": 1.7744,
  "homo_energy_ev": -9.71,
  "total_energy_ev": -8841.181,
  "elements": ["C", "C", "O", "O", "H", "H", "H", "H", "C", "N", "H", "H", "H", "H", "H"],
  "xyz": [[-1.74033, 2.28444, -1.45323], [-0.52769, 1.46326, -1.26959], [0.51036, 1.70560, -1.84571], [-0.48993, 0.27570, -0.57816], [-2.46946, 2.28712, -0.65378], [-2.25196, 2.12085, -2.40808], [-1.43473, 3.33411, -1.49857], [0.47651, 0.02648, -0.12255], [0.80419, -1.94704, 1.87542], [1.63538, -1.40448, 0.77611], [1.20744, -2.94457, 2.03375], [-0.25713, -2.04493, 1.47398], [0.74098, -1.50889, 2.83725], [1.16574, -1.96415, 0.05233], [2.63063, -1.68347, 0.78082]],
  "forces_ev_per_angstrom": [[-0.994, 1.113, 0.272], [3.367, -2.438, -0.613], [-0.335, 1.433, -0.195], [0.518, -0.063, 2.365], [-0.134, -0.643, 0.207], [0.248, -0.434, 0.206], [0.365, -0.218, -0.119], [-2.717, 1.059, -1.922], [-0.603, -1.779, -1.100], [-1.065, 0.213, -0.667], [-0.545, -0.478, 0.446], [1.327, 0.171, 0.615], [0.397, 1.263, 0.633], [1.125, 0.601, -0.471], [-0.954, 0.200, 0.343]]
}


{
  "formula": "C3H9NO2",
  "method": "wB97M-V/def2-TZVPD",
  "relative_energy_ev": 0.9718,
  "homo_energy_ev": -9.89,
  "total_energy_ev": -8841.983,
  "elements": ["C", "C", "O", "O", "H", "H", "H", "H", "C", "N", "H", "H", "H", "H", "H"],
  "xyz": [[-0.01602, 0.90461, -3.10657], [-0.74719, 0.95482, -1.79128], [-1.78267, 1.41266, -1.39839], [-0.04864, 0.11337, -0.94761], [0.63243, 1.77657, -3.23161], [-0.72352, 0.97316, -3.93169], [0.57513, 0.00469, -3.22262], [-0.52909, 0.13725, -0.08888], [0.87036, -0.89483, 2.72852], [-0.31324, -0.84879, 1.88780], [1.78469, -1.05885, 2.14434], [1.07824, -1.64092, 3.50615], [0.98883, 0.08424, 3.21238], [-0.82376, -1.72772, 1.90805], [-0.94557, -0.19026, 2.33140]],
  "forces_ev_per_angstrom": [[-0.667, 1.137, -0.864], [1.024, -2.554, 1.382], [-0.082, 0.947, -0.973], [-0.537, 0.908, 0.040], [0.029, -0.087, 0.250], [-0.135, -0.041, 0.038], [-0.012, -0.048, 0.308], [0.552, -0.380, -0.193], [2.052, 0.531, 0.133], [-0.791, -0.277, 0.648], [-0.229, 0.394, -0.454], [-1.326, -0.207, 0.134], [0.070, -0.261, -0.130], [0.200, -0.001, -0.184], [-0.147, -0.061, -0.135]]
}


{
  "formula": "C3H9NO2",
  "method": "wB97M-V/def2-TZVPD",
  "relative_energy_ev": 0.8634,
  "homo_energy_ev": -9.59,
  "total_energy_ev": -8842.092,
  "elements": ["C", "C", "N", "O", "H", "H", "H", "H", "H", "C", "O", "H", "H", "H", "H"],
  "xyz": [[0.14966, -0.28864, -2.08095], [-0.23527, -1.59486, -1.40286], [-0.13027, -1.59729, -0.03648], [-0.59777, -2.56940, -2.02260], [1.23067, -0.19838, -2.03037], [-0.32448, 0.59590, -1.64691], [-0.21661, -0.37021, -3.09826], [-0.10323, -2.49597, 0.42008], [0.36336, -0.86153, 0.44330], [-0.19168, 1.47260, 2.22491], [-0.01835, 1.54702, 0.81858], [-0.26141, 0.43059, 2.53005], [-1.09483, 2.00740, 2.50614], [0.63829, 1.91603, 2.78834], [0.79192, 2.00673, 0.58703]],
  "forces_ev_per_angstrom": [[-0.683, -0.230, 0.004], [0.103, 0.438, 0.317], [0.270, -0.169, 0.253], [-0.049, -0.144, -0.079], [0.126, 0.168, -0.194], [0.172, -0.231, 0.297], [0.348, 0.016, -0.227], [-0.180, -0.028, -0.160], [-0.168, 0.214, -0.238], [0.373, 0.263, 0.268], [0.100, -0.169, -0.270], [-0.169, -0.099, 0.010], [-0.166, -0.069, 0.037], [-0.048, -0.020, -0.212], [-0.028, 0.060, 0.195]]
}


{
  "formula": "C3H9NO2",
  "method": "wB97M-V/def2-TZVPD",
  "relative_energy_ev": 4.5051,
  "homo_energy_ev": -8.27,
  "total_energy_ev": -8838.450,
  "elements": ["C", "C", "N", "C", "H", "H", "H", "H", "H", "O", "H", "H", "O", "H", "H"],
  "xyz": [[-2.07076, 1.41683, -0.16835], [-0.81299, 0.89471, -0.39071], [-0.55350, -0.53145, -0.46394], [0.53004, -1.10938, -0.17870], [-2.83624, 0.52021, -0.02465], [-2.20201, 2.43415, -0.28104], [-0.22507, 1.48793, -0.96484], [1.19730, -0.88668, 0.70283], [0.77518, -2.00826, -0.82365], [0.79144, -4.65014, -0.17012], [1.11684, -5.10910, 0.61746], [0.83362, -5.36492, -0.98088], [1.09886, 4.38742, 1.44197], [1.85460, 4.71203, 0.86575], [0.50270, 3.80664, 0.81887]],
  "forces_ev_per_angstrom": [[1.536, -5.983, 0.196], [-4.575, -2.149, 1.707], [0.415, 2.300, -1.394], [0.142, -1.185, 0.208], [1.067, 2.776, 0.208], [-0.880, 1.745, -0.196], [2.817, 1.606, -1.022], [-0.227, 0.366, -1.124], [-0.299, 0.553, 1.410], [0.158, -2.518, -2.994], [-0.062, -0.117, -0.391], [-0.082, 2.641, 3.379], [-0.394, -1.054, -2.676], [-1.521, -0.717, 0.933], [1.904, 1.738, 1.758]]
}


{
  "formula": "C3H9NO2",
  "method": "wB97M-V/def2-TZVPD",
  "relative_energy_ev": 2.1044,
  "homo_energy_ev": -9.49,
  "total_energy_ev": -8840.851,
  "elements": ["C", "C", "O", "O", "H", "H", "H", "H", "C", "N", "H", "H", "H", "H", "H"],
  "xyz": [[2.44656, -1.27362, 0.73488], [1.37631, -0.56924, -0.05685], [1.31194, 0.14835, -0.95868], [0.21816, -1.10415, 0.51377], [2.81980, -0.68498, 1.63456], [3.31110, -1.18580, 0.04912], [2.30225, -2.14366, 1.14218], [-0.44782, -1.00794, -0.24185], [-2.18596, 1.32788, -0.86021], [-2.59579, 1.19678, 0.58092], [-1.18922, 0.89009, -1.07749], [-2.07633, 2.42687, -1.33417], [-2.89655, 0.73567, -1.41093], [-2.19417, 1.93968, 1.14385], [-3.52078, 1.38890, 0.68060]],
  "forces_ev_per_angstrom": [[4.027, 7.170, -1.952], [-2.098, -4.207, 4.924], [0.972, 2.404, -2.966], [-1.251, 0.404, -2.479], [-0.762, -0.018, -1.123], [-0.001, -0.761, 0.508], [-1.490, -5.091, 1.322], [0.622, 0.068, 1.828], [0.748, 1.660, -0.044], [3.671, 0.219, -1.133], [-0.519, 0.165, 0.585], [-0.691, -2.198, 1.202], [-0.312, 0.077, -0.507], [0.592, -0.198, -0.083], [-3.507, 0.305, -0.085]]
}